1) The following is a DFT calculation (wB97M-V/def2-TZVPD) of a 2-piece molecular cluster, C5H10O3 overall.

Values from the calculation:
Net charge: 0
2S+1: 1
Highest occupied orbital energy (eV): -9.7

Bonds (Å) are listed after each position.
Element x y z (Å)
1 C -2.24377 0.21643 -1.84521  C2 1.318, H8 1.081, H9 1.103
2 C -0.95105 0.14845 -2.09465  C1 1.318, C3 1.551, H10 1.162
3 C 0.18200 0.07913 -1.03837  C2 1.551, C4 1.496, H11 1.174, H12 1.154
4 C -0.12362 -0.51088 0.30238  C3 1.496, C5 1.495, H13 1.189, H14 1.132
5 C 1.14391 -1.21529 0.66539  C4 1.495, O6 1.204, O7 1.346
6 O 2.01707 -1.49402 -0.11524  C5 1.204
7 O 1.08266 -1.40191 1.99723  C5 1.346, H15 0.993
8 H -2.52518 0.72834 -0.93598  C1 1.081
9 H -3.10732 0.11379 -2.52332  C1 1.103
10 H -0.61361 -0.24886 -3.13310  C2 1.162
11 H 0.50414 1.20760 -1.04460  C3 1.174
12 H 1.08843 -0.31278 -1.63522  C3 1.154
13 H -1.14626 -1.10473 0.42159  C4 1.189
14 H -0.50007 0.26564 1.03464  C4 1.132
15 H 1.90139 -1.67720 2.48714  O7 0.993
16 O -0.80691 3.29713 1.44206  H17 0.933, H18 0.958
17 H -1.66048 2.98842 1.65785  O16 0.933
18 H -0.32847 2.52311 1.14130  O16 0.958

=====

2) The following is a DFT calculation (wB97M-V/def2-TZVPD) of a 2-piece molecular cluster, C5H10O3 overall.

Values from the calculation:
Net charge: 0
2S+1: 1
Highest occupied orbital energy (eV): -10.3

Bonds (Å) are listed after each position.
Element x y z (Å)
1 C 1.60515 0.06645 1.28321  C2 1.517, H7 1.146, H8 1.087, H9 1.086
2 C 0.56893 -1.01865 1.05893  C1 1.517, O3 1.440, H10 1.093, H11 1.095
3 O -0.30445 -0.68250 -0.03588  C2 1.440, C4 1.339
4 C -0.15922 -1.35085 -1.18723  O3 1.339, C5 1.508, O6 1.202
5 C -1.16933 -0.88240 -2.20462  C4 1.508, H12 1.090, H13 1.087, H14 1.088
6 O 0.64912 -2.22030 -1.37270  C4 1.202
7 H 1.10837 1.08301 1.46660  C1 1.146
8 H 2.18303 -0.16451 2.17474  C1 1.087
9 H 2.28273 0.12847 0.43640  C1 1.086
10 H 1.05281 -1.97951 0.86316  C2 1.093
11 H -0.08524 -1.12333 1.93076  C2 1.095
12 H -0.82575 0.06059 -2.63046  C5 1.090
13 H -1.26034 -1.62219 -2.99570  C5 1.087
14 H -2.13403 -0.71811 -1.73021  C5 1.088
15 C -0.88382 2.60857 0.72031  O16 1.205, H17 1.101, H18 1.099
16 O -0.06339 2.80261 1.58151  C15 1.205
17 H -1.61396 3.37839 0.42531  C15 1.101
18 H -0.95062 1.63427 0.21586  C15 1.099

=====

3) The following is a DFT calculation (wB97M-V/def2-TZVPD) of a 2-piece molecular cluster, C5H10O3 overall.

Values from the calculation:
Net charge: 0
2S+1: 1
Highest occupied orbital energy (eV): -9.6

Bonds (Å) are listed after each position.
Element x y z (Å)
1 C 2.77968 -0.46017 1.39953  C2 1.322, H8 1.086, H9 1.082
2 C 2.09094 0.41863 0.69138  C1 1.322, C3 1.578, H10 1.084
3 C 0.51849 0.54929 0.67231  C2 1.578, C4 1.535, H11 1.085, H12 1.090
4 C -0.37608 -0.54968 0.08334  C3 1.535, C5 1.500, H13 1.097, H14 1.086
5 C -1.80631 -0.14409 0.28583  C4 1.500, O6 1.205, O7 1.349
6 O -2.19378 0.96593 0.55072  C5 1.205
7 O -2.62058 -1.21891 0.31395  C5 1.349, H15 0.954
8 H 2.21250 -1.27535 1.84012  C1 1.086
9 H 3.80376 -0.34168 1.72690  C1 1.082
10 H 2.47589 1.21575 0.06510  C2 1.084
11 H 0.50522 1.51254 0.17355  C3 1.085
12 H 0.27615 0.54554 1.73503  C3 1.090
13 H -0.10721 -1.42822 0.68236  C4 1.097
14 H -0.11738 -0.86196 -0.92368  C4 1.086
15 H -3.52497 -0.95135 0.45937  O7 0.954
16 O 1.37340 0.34361 -3.05611  H17 0.953, H18 0.978
17 H 0.71891 0.35871 -3.74836  O16 0.953
18 H 1.51382 1.29703 -2.89054  O16 0.978

=====

It is 2) that is the most stable of them.

=====

1) The following is a DFT calculation (wB97M-V/def2-TZVPD) of one molecule with the formula C7H13NO2.

Values from the calculation:
Net charge: 0
2S+1: 1
Highest occupied orbital energy (eV): -8.1

Bonds (Å) are listed after each position.
Element x y z (Å)
1 C -1.29598 -0.83889 -1.69819  C2 1.515, H11 1.089, H12 1.090, H13 1.088
2 C -1.46162 -0.57508 -0.21534  C1 1.515, O3 1.221, N4 1.449
3 O -2.32058 -1.14800 0.43678  C2 1.221
4 N -0.97961 0.71168 0.24466  C2 1.449, C5 1.450, C6 1.365
5 C -1.65120 1.52193 1.24143  N4 1.450, H14 1.093, H15 1.092, H16 1.090
6 C 0.35272 0.83907 -0.02556  N4 1.365, O7 1.361, C8 1.376
7 O 0.78208 1.96742 -0.65479  C6 1.361, H17 0.966
8 C 1.08306 -0.32030 0.09743  C6 1.376, C9 1.508, C10 1.508
9 C 1.05094 -1.13384 1.36685  C8 1.508, H18 1.091, H19 1.092, H20 1.087
10 C 2.37869 -0.44039 -0.66575  C8 1.508, H21 1.093, H22 1.091, H23 1.088
11 H -0.66838 -1.72227 -1.80478  C1 1.089
12 H -2.27177 -1.06271 -2.12841  C1 1.090
13 H -0.84062 -0.02656 -2.26024  C1 1.088
14 H -1.93673 2.48134 0.80328  C5 1.093
15 H -1.01741 1.70706 2.11089  C5 1.092
16 H -2.54778 0.99282 1.56276  C5 1.090
17 H 0.02857 2.52408 -0.89148  O7 0.966
18 H 1.18248 -2.18765 1.11620  C9 1.091
19 H 1.86027 -0.84621 2.04172  C9 1.092
20 H 0.11450 -1.02816 1.90777  C9 1.087
21 H 3.23615 -0.19050 -0.03653  C10 1.093
22 H 2.50697 -1.46009 -1.03113  C10 1.091
23 H 2.41526 0.23523 -1.51757  C10 1.088

=====

2) The following is a DFT calculation (wB97M-V/def2-TZVPD) of one molecule with the formula C7H13NO2.

Values from the calculation:
Net charge: 0
2S+1: 1
Highest occupied orbital energy (eV): -9.4

Bonds (Å) are listed after each position.
Element x y z (Å)
1 H 0.27129 3.44895 -0.75402  N2 1.018
2 N 0.19590 2.65256 -0.12436  H1 1.018, C3 1.250
3 C 0.31801 1.52850 -0.65762  N2 1.250, C4 1.510, H12 1.102
4 C 0.18454 0.24870 0.13219  C3 1.510, O5 1.405, C6 1.518, C9 1.544
5 O 0.19744 0.54483 1.50565  C4 1.405, H13 0.964
6 C -1.13358 -0.35664 -0.31666  C4 1.518, C7 1.322, H14 1.081
7 C -2.25183 -0.27506 0.38445  C6 1.322, C8 1.490, H15 1.082
8 C -3.55797 -0.86062 -0.03046  C7 1.490, H16 1.089, H17 1.090, H18 1.087
9 C 1.33745 -0.71207 -0.23030  C4 1.544, C10 1.525, H19 1.093, H20 1.090
10 C 2.68853 -0.13558 0.18046  C9 1.525, O11 1.412, H21 1.098, H22 1.100
11 O 3.67963 -1.10993 -0.06982  C10 1.412, H23 0.962
12 H 0.48758 1.34396 -1.73052  C3 1.102
13 H 0.00980 -0.26926 1.98753  O5 0.964
14 H -1.10814 -0.85575 -1.27574  C6 1.081
15 H -2.24860 0.25326 1.32857  C7 1.082
16 H -4.31166 -0.07720 -0.09320  C8 1.089
17 H -3.89774 -1.58470 0.70933  C8 1.090
18 H -3.47896 -1.35374 -0.99590  C8 1.087
19 H 1.19266 -1.66225 0.28967  C9 1.093
20 H 1.34233 -0.91353 -1.30174  C9 1.090
21 H 2.66047 0.13134 1.24505  C10 1.098
22 H 2.88959 0.78035 -0.39395  C10 1.100
23 H 4.53326 -0.76612 0.21138  O11 0.962

=====

It is 1) that is the most stable of them.

=====

1) The following is a DFT calculation (wB97M-V/def2-TZVPD) of a 3-piece molecular cluster, C2H13N5 overall.

Values from the calculation:
Net charge: 0
2S+1: 1
Highest occupied orbital energy (eV): -7.5

Bonds (Å) are listed after each position.
Element x y z (Å)
1 H -1.83393 -0.38155 1.63547  N2 1.019
2 N -1.75240 -0.55967 0.63558  H1 1.019, N3 1.283
3 N -1.99218 0.53766 0.01564  N2 1.283, N4 1.347
4 N -2.16219 0.36033 -1.30858  N3 1.347, H5 1.009, H6 1.018
5 H -2.32640 1.22798 -1.79612  N4 1.009
6 H -2.12487 -0.59308 -1.66268  N4 1.018
7 C 0.59519 2.01210 0.81851  N8 1.451, H9 1.091, H10 1.101, H11 1.095
8 N 0.28786 1.37440 -0.44754  C7 1.451, H12 1.018, H13 1.176
9 H 0.19005 1.39592 1.62257  C7 1.091
10 H 1.67419 2.12333 1.00667  C7 1.101
11 H 0.12296 2.99809 0.87962  C7 1.095
12 H 0.57609 1.97479 -1.21792  N8 1.018
13 H 0.58470 0.23749 -0.50086  N8 1.176
14 C 1.63792 -1.93344 0.36811  N15 1.460, H16 1.096, H17 1.090, H18 1.091
15 N 0.62824 -1.34746 -0.50848  C14 1.460, H19 1.081, H20 1.015
16 H 1.35200 -2.91588 0.76177  C14 1.096
17 H 1.79233 -1.25725 1.20929  C14 1.090
18 H 2.58287 -2.03242 -0.16817  C14 1.091
19 H -0.33056 -1.29434 -0.01117  N15 1.081
20 H 0.49813 -1.92701 -1.33170  N15 1.015

=====

2) The following is a DFT calculation (wB97M-V/def2-TZVPD) of a 2-piece molecular cluster, C2H13N5 overall.

Values from the calculation:
Net charge: 0
2S+1: 1
Highest occupied orbital energy (eV): -7.9

Bonds (Å) are listed after each position.
Element x y z (Å)
1 C -0.89513 1.65404 -1.52307  N2 1.441, H5 1.092, H6 1.095, H7 1.113
2 N 0.31833 1.37531 -0.79666  C1 1.441, N3 1.616, N4 1.379
3 N -0.13014 1.58728 0.74118  N2 1.616, H8 1.020, H9 1.016
4 N 1.29842 2.27893 -1.15040  N2 1.379, H10 1.022, H11 1.013
5 H -0.83549 1.14054 -2.48494  C1 1.092
6 H -1.09859 2.72144 -1.65858  C1 1.095
7 H -1.70150 1.26121 -0.86338  C1 1.113
8 H 0.66282 1.40903 1.35779  N3 1.020
9 H -0.77819 0.82961 0.93447  N3 1.016
10 H 1.05080 3.24842 -0.94013  N4 1.022
11 H 2.17551 2.03850 -0.70331  N4 1.013
12 C -0.29781 -2.75153 1.61567  N13 1.454, H15 1.089, H16 1.091, H17 1.098
13 N -0.45144 -1.66739 0.65897  C12 1.454, N14 1.455, H18 1.019
14 N 0.60814 -1.68808 -0.33859  N13 1.455, H19 1.020, H20 1.021
15 H -1.17777 -2.77627 2.25717  C12 1.089
16 H 0.58355 -2.54664 2.22576  C12 1.091
17 H -0.16573 -3.73064 1.13729  C12 1.098
18 H -1.31205 -1.81203 0.13278  N13 1.019
19 H 1.50404 -1.82590 0.12937  N14 1.020
20 H 0.64222 -0.74585 -0.73139  N14 1.021

=====

It is 1) that is the most stable of them.

=====

1) The following is a DFT calculation (wB97M-V/def2-TZVPD) of one molecule with the formula C3H6.

Values from the calculation:
Net charge: 0
2S+1: 1
Highest occupied orbital energy (eV): -10.6

Bonds (Å) are listed after each position.
Element x y z (Å)
1 C 0.80932 -0.31694 0.04515  C2 1.456, C3 1.504, H4 1.121, H5 1.116
2 C -0.10231 0.81238 -0.07147  C1 1.456, C3 1.460, H6 1.139, H7 1.108
3 C -0.67939 -0.52588 0.01207  C1 1.504, C2 1.460, H8 1.197, H9 1.110
4 H 1.61020 -0.32719 0.82882  C1 1.121
5 H 1.25047 -0.80445 -0.85623  C1 1.116
6 H -0.11726 1.43276 -1.02662  C2 1.139
7 H -0.25720 1.35463 0.88179  C2 1.108
8 H -1.34290 -0.43930 1.00499  C3 1.197
9 H -1.30904 -1.03383 -0.74729  C3 1.110

=====

2) The following is a DFT calculation (wB97M-V/def2-TZVPD) of a 2-piece molecular cluster, C3H6 overall.

Values from the calculation:
Net charge: 0
2S+1: 1
Highest occupied orbital energy (eV): -7.5

Bonds (Å) are listed after each position.
Element x y z (Å)
1 C -0.66717 0.68181 -0.75336  C2 1.408, H4 1.086, H6 1.094
2 C 0.26871 0.18385 0.17282  C1 1.408, C3 1.363, H7 1.112
3 C 0.84753 -1.04998 0.16978  C2 1.363, H8 1.093, H9 1.070
4 H -1.23102 1.54476 -0.41039  C1 1.086
5 H -1.12972 0.70315 1.19703  no bonds
6 H -1.12444 -0.03598 -1.44019  C1 1.094
7 H 0.76212 0.93807 0.82358  C2 1.112
8 H 1.75176 -1.17455 0.77108  C3 1.093
9 H 0.52224 -1.79113 -0.53035  C3 1.070

=====

It is 1) that is the most stable of them.